1.
168
Properties=species:S:1:pos:R:3:lowdin_charge:R:1 method="wB97M-V/def2-TZVPD" de_lowest_kj_mol=0.0 smiles="CCOC(=O)C(F)(F)F.CCN(CC)CC.CCN(CC)CC.CCN(CC)CC.CCN(CC)CC.CCN(CC)CC.CCN(CC)CC.CCN(CC)CC" homo_lumo_gap_ha=0.32366 e_homo_ev=-8.2
C -5.927 -12.318 11.464 -0.0702
C -6.518 -10.951 11.772 -0.2820
N -7.347 -10.494 10.713 -0.2106
C -7.300 -9.093 10.480 -0.2583
C -5.997 -8.688 9.802 -0.0585
C -8.675 -11.029 10.798 -0.2729
C -9.429 -11.009 9.501 -0.0858
H -5.389 -12.287 10.512 0.0776
H -6.682 -13.095 11.398 0.0682
H -5.174 -12.550 12.220 0.0550
H -7.106 -11.037 12.711 0.1186
H -5.758 -10.210 12.026 0.1028
H -8.115 -8.793 9.812 0.0857
H -7.541 -8.495 11.386 0.1178
H -5.129 -8.980 10.398 0.0569
H -5.920 -9.120 8.805 0.0767
H -5.944 -7.604 9.676 0.0409
H -9.251 -10.494 11.591 0.1279
H -8.633 -12.055 11.171 0.1127
H -9.021 -11.718 8.779 0.0785
H -9.520 -10.037 9.015 0.0570
H -10.462 -11.324 9.705 0.0781
C -4.023 -4.236 16.048 -0.0862
C -4.775 -5.430 15.484 -0.2801
N -6.187 -5.376 15.814 -0.1869
C -6.443 -5.786 17.194 -0.2604
C -7.708 -5.169 17.729 -0.0983
C -7.042 -6.055 14.822 -0.2380
C -6.790 -7.531 14.596 -0.0874
H -3.028 -4.191 15.591 0.0543
H -3.860 -4.282 17.124 0.0645
H -4.555 -3.323 15.780 0.0763
H -4.678 -5.408 14.399 0.1055
H -4.273 -6.342 15.866 0.1185
H -6.566 -6.880 17.264 0.1125
H -5.595 -5.476 17.797 0.1048
H -8.602 -5.614 17.290 0.0635
H -7.806 -5.314 18.817 0.0737
H -7.743 -4.079 17.630 0.0774
H -6.917 -5.514 13.882 0.1012
H -8.082 -5.915 15.128 0.1056
H -7.297 -7.910 13.711 0.0553
H -7.117 -8.119 15.461 0.0656
H -5.724 -7.770 14.515 0.0616
C -0.035 -10.647 7.959 -0.0873
C -0.198 -9.133 8.001 -0.2708
N -0.367 -8.524 6.685 -0.1813
C 0.714 -8.815 5.724 -0.2472
C 2.120 -8.419 6.110 -0.0854
C -0.664 -7.128 6.837 -0.2877
C -1.103 -6.418 5.553 -0.0837
H -0.885 -11.134 7.479 0.0795
H -0.022 -11.007 8.997 0.0683
H 0.907 -10.970 7.520 0.0650
H -1.073 -8.871 8.603 0.1044
H 0.692 -8.721 8.520 0.1036
H 0.662 -9.870 5.450 0.1082
H 0.443 -8.276 4.811 0.0998
H 2.220 -7.338 6.225 0.0696
H 2.424 -8.872 7.056 0.0625
H 2.836 -8.743 5.353 0.0755
H 0.156 -6.528 7.288 0.1195
H -1.536 -7.023 7.482 0.0670
H -1.431 -5.416 5.848 0.0705
H -1.952 -6.917 5.086 0.0750
H -0.304 -6.288 4.821 0.0620
C 0.954 -5.471 14.396 -0.0759
C 0.995 -6.814 13.690 -0.2667
N 1.969 -6.900 12.633 -0.1941
C 1.748 -5.951 11.548 -0.2567
C 2.805 -5.995 10.489 -0.0948
C 2.124 -8.245 12.169 -0.2752
C 2.561 -9.230 13.260 -0.0866
H 0.436 -5.567 15.347 0.0783
H 0.536 -4.679 13.781 0.0286
H 1.988 -5.168 14.604 0.0893
H 1.313 -7.563 14.420 0.1002
H -0.030 -7.104 13.354 0.1142
H 0.774 -6.148 11.055 0.1130
H 1.741 -4.960 11.999 0.1048
H 3.826 -5.827 10.829 0.0847
H 2.760 -6.927 9.935 0.0540
H 2.578 -5.219 9.746 0.0785
H 2.962 -8.222 11.470 0.1010
H 1.249 -8.657 11.636 0.1151
H 3.398 -8.837 13.832 0.0822
H 2.896 -10.144 12.763 0.0743
H 1.752 -9.498 13.940 0.0561
C -5.430 -3.182 11.765 -0.0828
C -4.989 -4.436 11.034 -0.2595
N -3.536 -4.699 11.075 -0.1774
C -2.759 -3.616 10.576 -0.2908
C -1.262 -3.839 10.616 -0.0858
C -3.224 -6.021 10.517 -0.2306
C -3.412 -6.147 8.969 -0.0749
H -6.525 -3.170 11.826 0.0758
H -5.105 -2.272 11.266 0.0668
H -5.094 -3.153 12.801 0.0674
H -5.484 -5.340 11.407 0.1013
H -5.322 -4.373 9.971 0.1028
H -3.067 -3.228 9.584 0.1254
H -2.891 -2.771 11.264 0.1087
H -0.793 -2.956 10.160 0.0825
H -0.843 -3.852 11.622 0.0587
H -0.922 -4.701 10.043 0.0522
H -3.918 -6.759 10.940 0.0861
H -2.219 -6.356 10.805 0.0954
H -2.773 -5.459 8.416 0.0631
H -4.441 -5.870 8.714 0.0525
H -3.257 -7.200 8.733 0.0631
C -5.629 -7.630 5.673 -0.0856
C -7.020 -7.506 6.286 -0.2430
N -7.157 -6.306 7.139 -0.1908
C -8.330 -6.333 7.974 -0.2703
C -8.081 -5.646 9.298 -0.0812
C -7.024 -5.060 6.436 -0.2662
C -8.150 -4.697 5.482 -0.0850
H -4.912 -7.358 6.457 0.0656
H -5.457 -6.969 4.827 0.0643
H -5.433 -8.665 5.401 0.0738
H -7.806 -7.584 5.512 0.1129
H -7.120 -8.354 6.971 0.0952
H -9.218 -5.888 7.493 0.1110
H -8.608 -7.375 8.155 0.0971
H -7.160 -6.007 9.760 0.0354
H -7.922 -4.570 9.206 0.0697
H -8.890 -5.896 9.989 0.0805
H -6.108 -5.119 5.843 0.1024
H -6.824 -4.251 7.145 0.1117
H -9.051 -4.322 5.984 0.0661
H -8.442 -5.541 4.858 0.0689
H -7.849 -3.861 4.843 0.0746
C 3.288 -0.205 15.765 -0.0992
C 2.455 -0.807 14.679 -0.2877
N 1.048 -0.900 15.060 -0.1861
C 0.293 -1.647 14.063 -0.2791
C -0.987 -2.245 14.616 -0.0994
C 0.424 0.404 15.384 -0.2396
C 0.566 1.492 14.332 -0.0879
H 3.023 0.839 15.955 0.0649
H 4.355 -0.270 15.573 0.0732
H 3.090 -0.733 16.706 0.0854
H 2.585 -0.249 13.726 0.1157
H 2.792 -1.825 14.466 0.1112
H 0.142 -1.074 13.124 0.1156
H 0.923 -2.486 13.738 0.0892
H -1.280 -3.147 14.073 0.0464
H -0.767 -2.546 15.644 0.0835
H -1.865 -1.596 14.619 0.0684
H 0.878 0.734 16.324 0.1043
H -0.633 0.229 15.590 0.1066
H 1.616 1.679 14.101 0.0620
H 0.083 2.407 14.669 0.0733
H 0.087 1.205 13.392 0.0676
C -2.251 -9.593 12.093 -0.0427
C -1.967 -9.609 13.561 -0.1877
O -3.160 -9.911 14.311 0.0414
C -3.348 -11.173 14.630 -0.4334
O -2.635 -12.079 14.412 0.1909
C -4.686 -11.377 15.372 -0.5200
F -5.515 -12.107 14.584 0.1414
F -4.486 -12.018 16.535 0.1695
F -5.306 -10.236 15.634 0.1662
H -1.312 -9.679 11.541 0.0740
H -2.687 -8.645 11.767 0.0585
H -2.922 -10.404 11.811 0.0846
H -1.618 -8.646 13.915 0.1102
H -1.190 -10.350 13.747 0.1211

---

2.
7
Properties=species:S:1:pos:R:3:lowdin_charge:R:1 method="wB97M-V/def2-TZVPD" de_lowest_kj_mol=64.1 smiles="C#CC(=S)C#N" homo_lumo_gap_ha=0.28273 e_homo_ev=-10.0
C -0.030 -0.152 0.139 -0.7141
C 0.374 1.269 0.081 -0.1728
C 0.910 2.344 -0.073 0.1564
C -1.520 -0.300 0.097 -0.2371
H 1.385 3.293 -0.072 0.0405
N -2.608 -0.104 -0.107 0.1795
S 1.154 -1.346 -0.040 0.7477

---

3.
99
Properties=species:S:1:pos:R:3:lowdin_charge:R:1 method="wB97M-V/def2-TZVPD" de_lowest_kj_mol=0.0 homo_lumo_gap_ha=0.18564 total_charge=-1 e_homo_ev=-3.0
C -2.515 -6.762 -4.111 -0.0663
C -1.500 -6.991 -3.183 -0.1147
B 0.036 -6.765 -3.662 -0.9035
C 1.077 -7.414 -2.516 -0.0676
C 1.781 -6.415 -1.648 -0.5632
O 1.288 -6.020 -0.659 0.1130
O 3.041 -5.974 -2.021 0.0426
O 0.360 -5.386 -4.080 -0.1066
C -0.299 -4.372 -3.358 -0.2169
C 0.452 -3.047 -3.559 -0.2940
C 1.971 -3.173 -3.365 -0.0614
C 0.174 -2.335 -4.926 -0.3761
C -0.389 -0.901 -4.760 -0.0810
C -0.757 -3.102 -5.887 -0.0769
P 0.251 -7.866 -5.291 0.8593
N 0.347 -9.522 -4.713 -0.2213
O 1.807 -7.539 -5.912 -0.3807
H -3.138 -5.864 -4.051 0.0362
H -2.605 -7.480 -4.921 0.0214
H -1.778 -7.340 -2.177 0.0792
H 1.859 -7.991 -3.044 0.0740
H 0.537 -8.142 -1.911 0.1010
H 3.632 -6.736 -1.939 0.1037
H -0.275 -4.588 -2.277 0.1271
H -1.357 -4.250 -3.623 0.1010
H 0.094 -2.360 -2.777 0.1197
H 2.235 -3.133 -2.302 0.0694
H 2.480 -2.311 -3.815 0.0682
H 2.403 -4.070 -3.807 0.0716
H 1.132 -2.233 -5.448 0.1151
H 0.007 -0.236 -5.536 0.0673
H -1.478 -0.894 -4.863 0.0707
H -0.068 -0.479 -3.802 0.0599
H -0.944 -2.450 -6.749 0.0718
H -0.390 -4.084 -6.179 0.0800
H -1.732 -3.219 -5.398 0.0713
H 1.295 -9.725 -4.389 0.0051
H 0.164 -10.159 -5.479 -0.0130
H 2.192 -6.831 -5.372 0.0163
C 1.843 -0.278 -0.068 -0.1003
C 3.026 0.671 0.092 -0.2727
C 4.302 0.160 -0.573 -0.2265
C 4.843 -1.155 -0.009 -0.2225
C 5.147 -1.141 1.488 -0.2672
C 6.232 -0.141 1.879 -0.1166
H 2.030 -1.241 0.411 0.0735
H 0.950 0.150 0.391 0.0545
H 1.626 -0.456 -1.123 0.0682
H 3.200 0.866 1.155 0.0876
H 2.765 1.635 -0.356 0.1037
H 5.073 0.934 -0.499 0.0983
H 4.116 0.025 -1.643 0.1092
H 5.757 -1.416 -0.554 0.1096
H 4.133 -1.960 -0.216 0.1021
H 5.474 -2.142 1.782 0.1053
H 4.237 -0.937 2.060 0.0908
H 7.163 -0.350 1.346 0.0721
H 6.437 -0.200 2.949 0.0653
H 5.933 0.885 1.657 0.0624
C -1.093 4.454 4.705 -0.1199
C 0.297 3.849 4.872 -0.2681
C 0.866 3.271 3.577 -0.2269
C 0.067 2.114 2.976 -0.2243
C -0.128 0.909 3.894 -0.2632
C 1.182 0.234 4.290 -0.1035
H -1.827 3.706 4.402 0.0683
H -1.433 4.884 5.650 0.0705
H -1.084 5.252 3.958 0.0673
H 0.273 3.083 5.652 0.0987
H 0.976 4.628 5.230 0.1034
H 1.895 2.948 3.757 0.1008
H 0.931 4.070 2.830 0.1093
H 0.573 1.784 2.063 0.0911
H -0.916 2.477 2.659 0.1030
H -0.752 0.177 3.373 0.1069
H -0.680 1.198 4.793 0.0967
H 1.732 -0.097 3.405 0.0632
H 0.987 -0.642 4.910 0.0708
H 1.825 0.906 4.863 0.0655
C -7.348 7.768 2.513 -0.1138
C -6.169 8.722 2.675 -0.2733
C -4.892 8.228 1.998 -0.2307
C -4.334 6.913 2.545 -0.2264
C -4.020 6.913 4.040 -0.2693
C -2.941 7.917 4.432 -0.1139
H -7.154 6.802 2.982 0.0652
H -8.242 8.184 2.981 0.0674
H -7.571 7.599 1.458 0.0746
H -5.990 8.907 3.737 0.0971
H -6.440 9.687 2.237 0.1025
H -4.128 9.007 2.075 0.1001
H -5.083 8.103 0.927 0.1091
H -3.422 6.667 1.991 0.1100
H -5.038 6.103 2.334 0.1022
H -3.680 5.912 4.321 0.0893
H -4.927 7.103 4.622 0.0995
H -2.013 7.722 3.891 0.0687
H -2.730 7.846 5.500 0.0694
H -3.250 8.944 4.225 0.0640